Entry 1:
Density functional theory data (wB97M-V/def2-TZVPD) for C28H38AsFeN5O2S2Te as an isolated structure.

```
78
Properties=species:S:1:pos:R:3:forces:R:3
Fe 0.71147 0.14952 1.32847 0.0 0.7 -0.1
C -4.73674 -3.16541 -2.77356 0.0 0.0 0.0
C -3.48858 -2.58734 -3.39170 0.0 0.0 0.0
C -3.52440 -2.15979 -4.71523 0.0 0.0 0.0
C -2.39749 -1.62209 -5.31531 0.0 0.0 0.0
C -1.21764 -1.50548 -4.60279 0.0 0.0 0.0
C -1.16129 -1.94952 -3.28533 0.1 0.0 0.0
N 0.00888 -1.83122 -2.51058 0.1 0.0 -0.1
C 1.31749 -1.85300 -2.96111 -0.2 -0.1 0.1
C 1.64366 -2.57988 -4.11660 0.0 0.0 0.0
C 2.94155 -2.66203 -4.56988 0.0 0.0 0.0
C 3.97798 -2.03031 -3.88519 0.0 0.0 0.0
C 3.67664 -1.32719 -2.74215 0.0 0.0 0.0
C 2.36562 -1.22117 -2.25765 0.1 0.2 -0.1
C 2.21272 -0.42898 -1.00993 0.1 -0.5 0.3
O 3.13347 0.20601 -0.52009 0.0 0.3 0.0
O 1.05745 -0.52985 -0.37106 -0.4 -0.1 -0.5
C -2.29750 -2.48453 -2.66597 0.0 -0.1 0.1
C -2.19116 -2.96078 -1.23980 0.0 0.0 0.0
H -5.54883 -3.17496 -3.49837 0.0 0.0 0.0
H -5.06729 -2.58267 -1.91084 0.0 0.0 0.0
H -4.58668 -4.19130 -2.43286 0.0 0.0 0.0
H -4.44545 -2.24941 -5.27718 0.0 0.0 0.0
H -2.43866 -1.28283 -6.34216 0.0 0.0 0.0
H -0.34437 -1.06097 -5.05936 0.0 0.0 0.0
H -0.10894 -1.51615 -1.56308 0.0 0.1 0.0
H 0.85680 -3.10144 -4.64218 0.0 0.0 0.0
H 3.15210 -3.23849 -5.46166 0.0 0.0 0.0
H 4.99760 -2.09899 -4.23669 0.0 0.0 0.0
H 4.45593 -0.83000 -2.18085 0.0 0.0 0.0
H -1.89547 -2.16084 -0.55357 0.0 0.0 0.0
H -1.43458 -3.74525 -1.15598 0.0 0.0 0.0
H -3.13307 -3.35711 -0.87103 0.0 0.0 0.0
C -4.66904 0.48481 2.79683 -0.1 0.0 0.0
As -3.00555 1.41365 2.63705 0.1 -0.1 0.0
C -3.36049 2.98799 1.60472 0.0 0.1 0.0
C -2.51778 1.97645 4.40745 0.0 0.0 0.0
S -1.67357 0.08580 1.65409 0.0 -0.1 -0.1
H -5.39965 1.13751 3.27266 0.0 0.0 0.0
H -4.51585 -0.41253 3.39210 0.0 0.0 0.0
H -5.00305 0.20738 1.79913 0.0 0.0 0.0
H -4.20407 3.51454 2.05012 0.0 0.0 0.0
H -3.60227 2.68226 0.58876 0.0 0.0 0.0
H -2.48575 3.63494 1.59262 0.0 0.0 0.0
H -1.81004 2.80149 4.36053 0.0 0.0 0.0
H -2.07788 1.13411 4.93693 0.0 0.0 0.0
H -3.42051 2.30640 4.92021 0.0 0.0 0.0
C 0.70465 3.01738 0.61246 0.0 0.0 0.0
N 1.40998 2.18292 1.63613 -0.1 0.0 0.0
C 2.87719 2.49022 1.51406 0.0 -0.1 0.1
N 3.13260 3.90258 1.70928 0.0 0.0 0.0
C 2.40309 4.66408 0.69484 0.0 0.0 0.0
N 0.95422 4.43222 0.79365 0.0 0.0 0.0
C 0.51767 4.81557 2.13596 0.0 0.0 0.0
N 1.21682 4.06438 3.18401 0.0 0.0 0.0
C 0.97932 2.65089 2.98018 0.0 0.0 0.0
C 2.66028 4.30780 3.02954 0.0 0.0 0.0
H -0.36670 2.81595 0.69089 0.0 0.0 0.0
H 1.05163 2.69633 -0.37121 0.0 0.0 0.0
H 3.21430 2.15491 0.53747 0.0 0.0 0.0
H 3.40289 1.91356 2.27836 0.0 0.0 0.0
H 2.74487 4.36485 -0.29626 0.0 0.0 0.0
H 2.60211 5.72707 0.83112 0.0 0.0 0.0
H -0.55773 4.63539 2.22745 0.0 0.0 0.0
H 0.70119 5.87973 2.28335 0.0 0.0 0.0
H -0.08589 2.43102 3.08614 0.0 0.0 0.0
H 1.53147 2.08342 3.73429 0.0 0.0 0.0
H 3.19881 3.74711 3.79533 0.0 0.0 0.0
H 2.85466 5.37068 3.17304 0.0 0.0 0.0
Te 2.20141 -1.13281 3.03874 0.3 -0.3 0.5
C 2.39622 -2.93775 2.12642 0.0 -0.1 0.0
C 3.12056 -3.99952 2.64654 0.0 0.0 0.0
C 3.06724 -5.14138 1.83102 0.0 0.0 0.0
C 2.30952 -4.93587 0.70548 0.0 0.0 0.0
S 1.66950 -3.36816 0.62551 0.0 0.0 0.0
H 3.66594 -3.94104 3.57722 0.0 0.0 0.0
H 3.56429 -6.07281 2.05482 0.0 0.0 0.0
H 2.11217 -5.64010 -0.08775 0.0 0.0 0.0
```
Positions in Å, forces in eV/Å.

Computed properties:
<S²>	8.78
charge	+1
2S+1	6
calculated total energy	-6077.72623	Eh

***

Entry 2:
Density functional theory data (wB97M-V/def2-TZVPD) for C28H38AsNOS5Zr as an isolated structure in a non-equilibrium geometry.

```
75
Properties=species:S:1:pos:R:3:forces:R:3
Zr -0.12554 0.56690 0.59699 -0.6 0.6 -0.4
S -0.58465 2.76853 1.68095 0.1 -0.3 0.1
C -2.32763 2.56941 1.42925 0.0 0.2 -0.3
C -3.23484 3.01719 2.38803 0.0 0.0 0.1
C -4.59839 2.91543 2.16589 0.1 0.1 0.0
C -5.08068 2.36147 0.98714 0.0 -0.1 -0.1
C -4.19365 1.92892 0.01600 -0.1 0.0 0.0
C -2.82544 2.03094 0.23514 0.2 0.2 -0.1
S -1.65903 1.61850 -1.03626 -0.1 -0.3 -0.5
C -1.83821 -1.31426 -3.11095 0.2 0.2 0.3
C -1.02954 -2.48650 -2.64164 0.3 0.1 0.0
C -1.35153 -3.80064 -2.94071 -0.1 0.0 0.0
C -0.50279 -4.80341 -2.50070 0.1 0.1 0.0
C 0.63499 -4.45424 -1.78793 0.0 0.0 0.0
C 0.88347 -3.11302 -1.53971 -0.1 0.0 0.1
C 2.08303 -2.68053 -0.74339 -0.3 0.4 0.1
S 1.60104 -1.68093 0.73213 -0.1 -0.4 -0.6
C 0.38755 -2.83100 1.40317 0.1 0.0 0.0
C 0.91913 -4.03756 1.85551 0.1 0.1 0.0
C 0.09528 -5.06695 2.26945 0.0 -0.1 0.0
C -1.28072 -4.88105 2.26624 0.0 0.0 0.0
C -1.80921 -3.66209 1.88659 0.0 0.2 0.0
C -0.99405 -2.61504 1.44565 0.1 0.0 0.0
S -1.85529 -1.12270 1.02537 0.2 0.0 -0.3
N 0.06466 -2.14528 -1.95566 0.0 -0.2 0.0
H -2.86748 3.47245 3.29900 0.0 0.0 0.0
H -5.28722 3.30212 2.90463 0.0 -0.1 0.0
H -6.14496 2.28465 0.81291 0.0 0.0 0.0
H -4.55642 1.54211 -0.92738 0.0 0.0 0.0
H -2.42751 -1.54575 -4.00017 0.1 0.1 0.0
H -2.49217 -0.94649 -2.32348 0.0 0.2 0.0
H -2.24001 -4.02941 -3.51328 0.0 0.0 0.0
H -0.71562 -5.84149 -2.71700 0.0 0.0 0.0
H 1.32551 -5.20733 -1.43377 0.0 0.0 0.0
H 2.74669 -2.03369 -1.31848 0.0 0.0 0.0
H 2.64823 -3.53832 -0.38866 0.1 0.0 0.0
H 1.99566 -4.16204 1.87033 0.0 -0.1 0.0
H 0.52536 -6.00367 2.59578 0.0 0.0 0.0
H -1.94673 -5.67738 2.56942 0.0 0.0 0.0
H -2.87622 -3.48184 1.92186 0.0 -0.1 0.0
C 3.41258 -1.80374 5.32266 -0.1 0.1 0.0
C 2.66903 -0.88546 4.35742 0.1 -0.1 0.1
C 1.31029 -0.41835 4.90480 0.0 0.0 -0.4
S 0.05176 -0.58417 3.61251 -0.1 0.5 1.2
O 0.66017 0.23806 2.43266 0.4 -0.5 0.9
C -1.25364 0.50014 4.26426 0.0 -0.2 0.2
C -1.96561 -0.17294 5.43947 0.1 -0.3 -0.1
C -2.51283 -1.55536 5.07609 -0.1 0.1 0.0
H 4.40202 -2.02978 4.92850 0.0 0.0 0.0
H 2.87460 -2.74273 5.46007 0.0 0.0 0.0
H 3.54261 -1.33332 6.29708 0.0 0.0 0.0
H 2.52242 -1.41368 3.41276 0.1 0.0 0.0
H 3.28158 -0.01240 4.13512 -0.1 0.0 -0.1
H 1.32653 0.62004 5.23350 -0.1 0.0 0.1
H 0.97146 -1.06237 5.71884 -0.1 0.0 0.0
H -1.93988 0.63499 3.42818 0.0 0.0 0.0
H -0.80067 1.45550 4.52618 0.1 0.0 -0.1
H -2.78627 0.47442 5.74905 0.1 0.1 0.0
H -1.28618 -0.25234 6.29085 -0.1 0.1 0.0
H -3.14430 -1.49514 4.18723 0.0 0.0 0.0
H -3.11602 -1.95946 5.88682 0.0 0.0 0.0
H -1.71161 -2.26902 4.87335 0.0 -0.1 0.0
C 0.34030 -0.85958 -5.11436 0.1 0.0 0.1
As -0.54428 0.05830 -3.64966 0.3 -0.2 -1.0
C -1.35755 1.51557 -4.62210 -0.2 0.1 0.3
C 1.01588 0.69418 -2.64790 -0.1 0.1 0.5
H 1.10779 -0.21230 -5.53864 0.0 0.0 0.1
H -0.39999 -1.05906 -5.88966 0.0 0.0 0.1
H 0.79474 -1.79931 -4.80660 0.0 0.0 0.1
H -0.77312 1.70890 -5.52046 0.1 -0.1 0.1
H -1.42007 2.41497 -4.01798 0.0 0.0 0.1
H -2.36587 1.21738 -4.90758 0.0 0.0 0.0
H 1.44906 1.45589 -3.29761 0.0 0.1 0.1
H 1.70873 -0.13714 -2.56691 -0.1 -0.1 -0.1
H 0.88144 1.15717 -1.63551 -0.2 -0.2 -1.1
```
Positions in Å, forces in eV/Å.

Computed properties:
charge	+2
energy relative to the best compared isomer or geometry (same formula, charge and spin)	3.298	eV